(1)
Formula: C16H26B2N6NiO2
Source: OMol25
Level of theory: ωB97M-V/def2-TZVPD

```
53
Properties=species:S:1:pos:R:3:forces:R:3:mulliken_charge:R:1
Ni -1.72649 0.31250 0.72757 0.866 -1.244 1.594 -0.481
O 2.09270 -2.74437 0.07025 0.390 1.208 1.309 -0.557
O 4.22250 -2.04083 0.92238 -1.135 -0.007 0.628 -0.517
N -1.83434 0.24974 -1.03802 0.949 -1.293 -3.872 -0.254
N -2.51314 1.90022 0.87644 -1.377 4.872 1.839 -0.250
N -2.78834 3.49829 -2.58096 1.408 1.376 0.569 0.659
N -3.18984 2.67383 -0.08468 0.369 -0.125 1.814 0.535
N -2.55960 1.04494 -1.91024 0.946 -2.280 0.101 0.676
N -1.61991 4.26366 -2.35870 -0.643 -1.468 0.427 -0.865
C 2.18011 -3.23624 1.42687 -0.443 -1.514 0.027 1.880
C -2.72414 2.52279 2.10320 -1.370 -0.059 -2.780 0.002
C -1.93724 -0.80931 -3.00214 0.354 -0.379 -0.461 -0.894
C 2.55730 0.23802 -0.30803 -1.709 3.719 1.064 -1.187
C 2.06801 -4.74278 1.19439 0.103 -0.348 0.491 -1.972
C 3.53935 -1.69552 3.17318 -0.168 -0.113 0.200 -1.704
C -3.37575 3.92698 -3.72638 0.381 0.491 0.134 -0.307
C 4.53271 -3.82738 2.40628 -0.305 -0.368 0.267 -1.808
C -2.61963 0.38960 -3.09412 -0.143 0.224 0.548 -0.231
C 3.57153 -2.72825 2.01429 1.061 0.124 1.170 1.448
C -3.69029 3.53883 1.92070 0.795 -0.003 0.369 -0.806
C -1.48680 5.10025 -3.37175 -1.459 -0.784 0.152 -0.161
C 0.98729 -2.70646 2.18148 -0.012 -0.139 0.203 -1.829
C -1.37686 -0.86178 -1.72859 -1.896 2.390 0.075 -0.116
C -3.87895 3.65868 0.55475 -0.109 -0.902 -0.187 -0.197
C -2.59644 4.94971 -4.24877 0.048 0.033 -0.312 -0.706
B 3.15997 -1.92372 0.11579 1.796 -1.101 -3.925 0.496
B -3.30414 2.38184 -1.61762 -0.213 0.047 -0.020 -0.149
H -3.16704 0.80634 -3.93308 0.154 -0.041 0.249 0.385
H 3.29238 1.08227 -0.19732 -0.582 -1.082 -0.032 0.332
H -4.20024 4.09569 2.69757 0.351 0.125 -0.208 0.355
H 2.00222 0.32792 -1.22752 0.006 0.073 -0.552 0.400
H -0.70222 -1.57075 -1.27929 -0.091 -0.053 0.151 0.491
H -2.78012 5.55221 -5.12572 -0.116 -0.222 -0.040 0.356
H 1.14477 -4.94509 0.62696 0.307 0.164 0.284 0.452
H 0.85331 -3.31737 3.07340 -0.229 0.189 0.193 0.369
H -0.64401 5.78953 -3.42427 -0.350 -0.272 0.072 0.415
H -1.87258 -1.56735 -3.76884 0.146 0.199 -0.015 0.384
H 4.66442 -4.54168 1.58434 0.044 0.151 0.363 0.317
H 4.09620 -4.31540 3.28221 0.360 -0.350 -0.018 0.352
H -4.31572 3.48963 -4.05899 0.327 0.219 0.047 0.428
H 3.04190 -2.13119 4.05740 0.087 0.301 -0.277 0.346
H 2.00809 -5.24728 2.16030 0.032 -0.311 -0.088 0.393
H -2.17769 2.25927 2.99650 -0.196 -0.386 -0.112 0.406
H -4.49885 2.22182 -1.82714 0.382 0.073 -0.267 -0.050
H 2.91214 -5.15769 0.61102 -0.450 0.367 0.339 0.374
H 1.76717 0.28071 0.47628 0.732 -0.077 -0.182 0.099
H 0.09907 -2.77237 1.55082 0.022 -0.154 0.067 0.433
H -4.54151 4.35639 0.02132 0.592 -0.583 0.158 0.377
H 3.02285 -0.77308 -0.42429 0.922 0.300 -1.293 0.355
H 1.14153 -1.66767 2.46222 -0.129 0.063 0.078 0.315
H 4.58794 -1.47709 3.46245 -0.597 -0.146 -0.264 0.445
H 3.06989 -0.72027 2.91394 0.168 -0.752 0.036 0.290
H 5.50655 -3.39073 2.67219 -0.378 -0.151 -0.110 0.480
```
Forces are in eV/Å.

As for the multiplicity: 3. The value obtained for the energy relative to the best compared isomer or geometry (same formula, charge and spin) is 570.3 kJ/mol. The value obtained for the maximum force is 0.105 Eh/bohr. Its molar mass is 414.7 g/mol. For the orbital gap (spin up / spin down), the calculation gives 5.2 / 7.8 eV. The highest occupied orbital energy (spin up / spin down) comes out at -5.7 / -8.3 eV.


(2)
Formula: C7H14N3O
Source: OMol25
Level of theory: ωB97M-V/def2-TZVPD

```
25
Properties=species:S:1:pos:R:3:forces:R:3:mulliken_charge:R:1
O 1.70345 -1.63600 1.18367 -0.495 0.309 -0.029 -0.461
N -0.47368 -0.23360 -1.90468 -0.680 0.652 1.070 -0.190
N 1.17886 -2.00598 -1.80084 0.735 0.478 2.244 -0.546
N -0.08449 -0.59184 0.34557 -0.448 -0.346 0.461 0.051
C 1.26874 -0.78190 0.28412 0.846 -1.439 -2.259 0.206
C 2.18860 0.22220 -0.32660 0.152 0.233 0.308 -0.478
C -0.91634 -0.24948 -0.65205 0.116 0.252 -0.800 0.175
C 0.35536 -1.36832 -2.41488 0.368 -0.421 -0.852 -0.145
C -2.77810 -0.21616 1.10173 0.021 0.132 -0.158 -1.544
C -2.35094 0.03672 -0.34064 -0.246 0.106 0.248 -0.181
C 2.63436 1.20838 0.76657 -0.069 0.058 -0.128 -1.176
H 2.66422 -1.76285 1.14839 -0.069 0.138 -0.077 0.440
H 3.13698 0.70404 1.58622 0.070 -0.045 0.102 0.344
H -2.54867 1.08515 -0.58797 0.066 -0.040 -0.097 0.360
H -2.61530 -1.25064 1.39468 0.000 -0.130 0.097 0.444
H 3.05957 -0.28679 -0.74128 -0.164 -0.129 -0.037 0.437
H -2.27522 0.45649 1.79432 0.037 -0.013 0.098 0.383
H -1.14563 0.09227 -2.59084 -0.113 -0.070 0.129 0.332
H 1.78233 1.75151 1.16644 -0.050 0.113 0.089 0.350
H -3.84484 -0.02634 1.18384 -0.024 -0.002 0.052 0.389
H 1.69441 0.75806 -1.13478 -0.012 -0.147 0.019 0.324
H -2.97023 -0.56360 -1.01383 0.152 0.034 -0.065 0.406
H 0.07367 -1.55247 -3.44880 -0.246 0.124 -0.203 0.402
H -0.52571 -0.92906 1.20363 0.047 0.119 -0.199 0.293
H 3.32873 1.92744 0.33992 0.007 0.037 -0.013 0.382
```
Forces are in eV/Å.

As for the multiplicity: 1. The value obtained for the energy relative to the best compared isomer or geometry (same formula, charge and spin) is 212.2 kJ/mol. Its charge is +1. The value obtained for the maximum force is 0.055 Eh/bohr. Its molar mass is 156.2 g/mol. For the orbital gap (spin up / spin down), the calculation gives 7.7 / 7.7 eV. The highest occupied orbital energy (spin up / spin down) comes out at -12.1 / -12.1 eV.


(3)
Formula: C15H38BaF3N3O21P3
Source: OMol25
Level of theory: ωB97M-V/def2-TZVPD

```
84
Properties=species:S:1:pos:R:3:forces:R:3:mulliken_charge:R:1
Ba 25.36598 0.60111 -28.89832 -0.602 -0.636 1.617 2.041
P 27.33853 -0.37904 -25.33847 -0.234 1.360 3.905 0.626
P 22.67395 -1.85638 -30.82383 -1.574 -1.323 -0.255 0.491
P 24.54979 3.97640 -26.79259 -0.910 3.117 2.369 0.915
F 19.02791 6.59624 -26.24142 -0.396 -0.074 -0.426 -0.265
F 19.01263 6.62790 -24.08779 -0.111 -0.137 0.126 -0.267
F 20.79034 6.20725 -25.17254 1.606 -0.788 0.167 -0.170
O 24.50878 3.96126 -25.16310 1.101 -0.314 -2.697 -0.281
O 18.98863 -4.68870 -27.54978 0.304 -0.863 0.689 -0.495
O 28.49228 -1.51043 -25.15131 -1.572 1.918 -1.445 -0.319
O 21.36963 -6.31222 -26.57034 1.819 0.220 1.301 -0.514
O 17.59850 -3.44586 -28.57811 0.042 0.603 0.754 -0.590
O 22.39533 -3.42999 -30.59598 0.304 1.709 -0.518 -0.403
O 21.33358 -0.18878 -26.82600 -0.009 1.017 -0.468 -0.571
O 26.15245 -0.97176 -24.43208 1.187 0.527 -0.903 -0.192
O 27.75480 0.89890 -24.27642 -0.060 -2.287 -2.353 -0.370
O 22.47549 -1.91472 -26.29416 -1.487 -2.501 1.170 -0.530
O 23.79587 -1.34804 -29.96491 -0.501 0.527 -1.504 -0.440
O 26.93703 0.07575 -26.71588 0.793 -1.086 0.808 -0.416
O 19.45690 3.79332 -24.14909 -1.122 1.893 -2.715 -0.530
O 21.20783 -1.21598 -30.44436 1.832 0.248 -0.822 -0.017
O 22.44029 -6.81133 -24.71954 -0.326 -0.287 -0.587 -0.564
O 25.33969 2.86932 -27.36643 -0.580 -0.475 -0.468 -0.502
O 23.00938 4.20441 -27.22512 0.555 -0.955 -0.171 -0.318
O 18.10183 4.21818 -26.02361 1.590 0.794 0.646 -0.256
O 25.11910 5.46863 -27.10544 -0.557 -1.716 -0.088 -0.318
O 22.83079 -1.68963 -32.45118 0.589 0.120 2.395 -0.299
O 23.48257 -0.37372 -27.08774 3.852 4.226 -2.465 -0.414
N 22.26924 -6.14271 -25.72318 -2.426 -0.842 0.167 0.972
N 22.40294 -0.78943 -26.74596 -1.720 -2.235 1.077 0.614
N 18.49491 -3.61532 -27.76184 0.438 0.633 -1.807 0.954
C 19.03682 4.52467 -25.05465 -0.273 -3.196 0.868 0.417
C 23.85779 5.02749 -24.46291 -2.349 -0.494 -0.036 -0.908
C 21.84224 -2.35155 -33.25756 -1.220 -0.693 0.157 -0.653
C 19.50521 5.98782 -25.16163 -1.763 1.112 0.090 0.798
C 18.59008 1.83582 -26.62940 1.510 0.331 -0.578 -0.488
C 20.92411 0.13768 -30.85088 -0.952 0.891 -0.021 -0.741
C 29.05006 -1.85359 -23.89497 1.068 -0.248 1.802 -0.749
C 22.03516 3.15216 -27.01588 -0.165 -1.414 0.259 -0.093
C 21.69828 -3.83055 -29.40355 -1.139 -0.614 0.852 -0.370
C 25.55194 5.74079 -28.43515 0.030 0.168 -1.393 -0.774
C 17.59221 2.87662 -26.21394 0.266 -1.093 1.541 -0.508
C 23.17883 -5.02905 -25.85212 0.327 0.969 -0.334 -0.553
C 26.72953 1.85725 -23.90711 -0.469 -0.539 -0.535 -0.240
C 19.19721 -2.42896 -27.16016 -0.142 -0.064 0.686 -0.386
C 25.31096 -2.05929 -24.83454 -0.812 0.367 0.142 -0.694
H 25.55190 -2.99056 -24.32191 0.375 0.151 0.033 0.305
H 23.26904 -4.51434 -24.89554 -0.034 -0.370 0.048 0.317
H 21.48514 3.21184 -26.07672 0.322 0.638 0.175 0.087
H 25.89552 1.77025 -24.60350 -0.103 0.110 0.117 -0.041
H 16.75993 2.86413 -26.91768 0.075 0.797 0.210 0.346
H 21.91498 -2.15159 -34.32659 0.758 0.298 0.289 0.275
H 18.13019 0.84822 -26.59382 -0.012 0.105 -0.195 0.194
H 30.11130 -1.60860 -23.93818 -0.079 -0.170 -0.043 0.318
H 21.57800 -3.00041 -28.70749 0.432 -0.208 0.171 -0.073
H 24.33999 -1.70529 -24.48813 -0.189 -0.535 -0.431 0.299
H 24.45197 5.39398 -23.62580 -0.065 -0.015 -0.435 0.358
H 22.47840 2.15651 -26.99845 0.473 -0.010 0.100 -0.125
H 27.09728 2.88143 -23.96970 0.365 -0.265 0.026 0.263
H 20.69245 -4.20877 -29.58618 -0.208 0.507 -0.855 0.308
H 18.44450 -1.83615 -26.64044 0.169 -0.014 -0.063 0.314
H 25.11514 6.62964 -28.89038 0.144 0.705 1.074 0.306
H 21.04212 0.90003 -30.08082 0.573 -0.484 0.583 0.110
H 26.37531 1.62569 -22.90261 0.126 0.029 -0.042 0.288
H 19.96282 -2.82030 -26.49024 -0.323 0.062 0.083 0.230
H 17.27926 2.49470 -25.24219 -0.609 0.462 0.117 0.351
H 19.72170 -1.82005 -27.89653 -0.495 -0.240 -0.349 -0.004
H 21.88233 -3.42515 -33.07346 0.151 0.058 -0.164 0.280
H 22.09618 -4.73670 -28.94677 0.992 0.458 -0.027 0.395
H 19.03702 2.03804 -27.60276 -0.446 -0.189 -0.447 0.181
H 21.43435 0.52054 -31.73472 0.389 -0.628 -0.113 0.422
H 19.48320 1.80624 -26.00526 -0.287 -0.072 0.542 0.257
H 25.17117 5.06969 -29.20504 0.138 -0.999 0.397 0.247
H 22.75529 -4.30955 -26.55285 0.523 -0.295 -0.276 0.010
H 25.31288 -2.19794 -25.91568 -0.137 0.028 0.083 0.308
H 24.11308 -5.53500 -26.09563 0.181 0.647 -0.334 0.353
H 28.92261 -2.88992 -23.58214 -0.017 -0.427 -1.194 0.317
H 19.86120 0.23607 -31.07143 -0.053 -0.600 -0.114 0.313
H 23.34085 5.75287 -25.09116 1.354 0.719 -0.448 0.352
H 21.27719 3.03042 -27.78967 0.295 0.971 -0.408 0.261
H 26.64029 5.76900 -28.48806 -0.143 0.063 0.108 0.316
H 20.84657 -2.02240 -32.96020 -0.041 0.086 0.086 0.276
H 22.90712 4.57797 -24.17611 0.214 -0.342 1.286 0.353
H 28.67080 -1.41127 -22.97377 -0.552 1.089 -0.595 0.305
```
Forces are in eV/Å.

As for the multiplicity: 1. The value obtained for the energy relative to the best compared isomer or geometry (same formula, charge and spin) is 365.4 kJ/mol. Its charge is +1. The value obtained for the maximum force is 0.121 Eh/bohr. Its molar mass is 883.7 g/mol. For the orbital gap, the calculation gives 8.0 eV. The highest occupied orbital energy comes out at -11.7 eV.